# 1
Computed, not measured: a structure of composition C23H49AsBF6MoO2Se4Si4Te2, with ωB97M-V with the def2-TZVPD basis set.

Properties
Multiplicity: 4
Gap between HOMO and LUMO (alpha / beta), hartree: 0.2394 / 0.1775
⟨S²⟩: 3.805
HOMO energy (alpha / beta), eV: -7.23 / -7.82
E_LUMO (alpha / beta), Ha: -0.02642 / -0.10987
F_max, eV/Å: 0.8

CARTESIAN COORDINATES (ANGSTROEM)
Mo  0.9309  1.8835  0.3094
Se  0.3935  3.6535  -1.3408
Te  2.0957  4.5000  0.4420
Te  0.1696  5.1269  2.1832
Se  -0.5448  2.6947  2.2337
C  3.9013  1.2296  -2.3210
Se  2.4254  0.4154  -1.3469
C  3.4531  -0.6936  -0.1149
C  4.1108  0.0495  1.0327
Se  2.9580  1.3258  1.9734
C  2.4387  0.2830  3.5299
H  4.1595  0.5390  -3.1185
H  4.7289  1.4231  -1.6518
H  3.5657  2.1823  -2.7204
H  4.2074  -1.1913  -0.7259
H  2.7504  -1.4354  0.2526
H  4.9598  0.6481  0.7075
H  4.4559  -0.6598  1.7852
H  3.3341  0.1173  4.1234
H  1.9651  -0.6498  3.2526
H  1.7454  0.9241  4.0704
C  0.6898  -5.7829  3.9623
C  -0.6953  -5.1847  4.2096
C  -0.8771  -5.0182  5.7243
C  -1.7474  -6.1644  3.6755
C  -0.8657  -3.8273  3.5222
C  -2.0750  -3.1380  3.6785
C  -2.3176  -1.8952  3.1034
C  -1.2930  -1.3589  2.3556
O  -1.2472  -0.1646  1.6804
B  0.0401  -0.0574  1.1238
O  0.7353  -1.2534  1.4065
C  -0.0996  -2.0244  2.1843
C  0.1483  -3.2572  2.7490
H  0.7698  -6.7385  4.4832
H  1.4837  -5.1340  4.3383
H  0.8695  -5.9704  2.9015
H  -0.7475  -5.9800  6.2261
H  -1.8694  -4.6439  5.9778
H  -0.1418  -4.3211  6.1313
H  -1.6189  -7.1451  4.1395
H  -1.6579  -6.2843  2.5939
H  -2.7614  -5.8246  3.8910
H  -2.8582  -3.5842  4.2777
H  -3.2525  -1.3688  3.2408
H  1.0985  -3.7496  2.5995
C  -2.9775  -1.1573  -3.0306
Si  -1.2747  -0.8954  -2.2741
C  -1.2404  -2.1823  -0.9110
C  0.0492  -1.4233  -3.5044
Si  -1.0110  1.2695  -1.1555
Si  -3.1355  2.2413  -0.6383
C  -4.3048  2.2294  -2.1150
C  -3.9311  1.1817  0.6891
C  -3.0314  4.0280  -0.0914
Si  -0.6790  2.6249  -3.7845
C  -1.8696  1.5207  -4.7067
C  -1.2599  4.3904  -3.9765
C  1.0287  2.3079  -4.4561
H  -2.9768  -2.2084  -3.3412
H  -3.2318  -0.5541  -3.8982
H  -3.7710  -1.0467  -2.2867
H  -1.5236  -3.1334  -1.3751
H  -1.9506  -1.9827  -0.1087
H  -0.2484  -2.3100  -0.4798
H  -0.3045  -2.3587  -3.9516
H  0.9954  -1.6221  -3.0053
H  0.2525  -0.7271  -4.3154
H  -4.5785  1.2260  -2.4464
H  -3.9443  2.7932  -2.9734
H  -5.2192  2.7269  -1.7742
H  -4.0809  0.1584  0.3345
H  -4.9141  1.6086  0.9132
H  -3.3392  1.1497  1.6016
H  -2.4247  4.6452  -0.7535
H  -2.6069  4.1183  0.9071
H  -4.0481  4.4336  -0.0842
H  -2.8770  1.4925  -4.3112
H  -1.4948  0.5076  -4.8077
H  -1.9176  1.9581  -5.7130
H  -2.0220  4.6793  -3.2534
H  -1.6917  4.4906  -4.9783
H  -0.4219  5.0808  -3.8776
H  1.3524  1.2840  -4.2582
H  1.7783  2.9982  -4.0751
H  0.9584  2.4275  -5.5440
F  4.5754  2.9912  -0.2221
As  5.7473  4.2405  -0.7148
F  4.4418  5.0141  -1.5791
F  5.2740  5.1090  0.7203
F  6.8490  5.4818  -1.1593
F  6.9714  3.3922  0.1608
F  6.1147  3.3057  -2.1262


# 2
Computed, not measured: a cluster of 3 separate species, C4H13NO2 in total, with ωB97M-V with the def2-TZVPD basis set.

Properties
SMILES string: CC(C)=CN.O.O
Gap between HOMO and LUMO, hartree: 0.3298
HOMO energy, eV: -8.34
E_LUMO, Ha: 0.02341
F_max, eV/Å: 1.1

CARTESIAN COORDINATES (ANGSTROEM)
C  0.1913  1.1273  1.2789
C  -0.1854  -0.3322  1.4205
C  0.2136  -1.2537  0.5372
N  0.9478  -0.9660  -0.6188
C  -1.2506  -0.6375  2.4399
H  -0.3223  1.7408  2.0231
H  1.2772  1.2130  1.3822
H  -0.1312  1.5810  0.3399
H  -0.1951  -2.2431  0.7075
H  1.9137  -1.2607  -0.6547
H  0.9706  0.0348  -0.7852
H  -1.3723  -1.6826  2.6978
H  -1.0277  -0.0669  3.3498
H  -2.2273  -0.2640  2.1114
H  -1.1224  -0.2209  -1.7724
H  -1.6716  1.0634  -2.3662
O  -0.9204  0.4521  -2.4365
H  0.9122  0.4989  -2.8653
H  2.2260  0.3236  -3.7066
O  1.7739  0.8925  -3.0824


# 3
Computed, not measured: an isolated molecule of C20H20N2O4S, with ωB97M-V with the def2-TZVPD basis set.

Properties
SMILES string: COc1cccc(NC(=O)Cn2c(CCC(=O)O)ccc2-c2cccs2)c1
Gap between HOMO and LUMO, hartree: 0.3096
HOMO energy, eV: -7.85
E_LUMO, Ha: 0.02092
F_max, eV/Å: 0.7

CARTESIAN COORDINATES (ANGSTROEM)
C  1.2383  2.0984  5.1775
H  0.1706  2.1490  4.9436
O  1.9959  2.9120  4.3118
C  1.9724  2.6425  2.9814
C  2.7394  3.4841  2.1730
C  2.7748  3.2858  0.8087
C  2.0552  2.2568  0.2270
C  1.2916  1.4174  1.0303
C  1.2467  1.6059  2.4066
H  0.6479  0.9393  3.0015
N  0.5813  0.3872  0.3977
C  -0.1962  -0.5776  0.9399
O  -0.4317  -0.7274  2.1184
C  -0.7878  -1.5474  -0.1012
N  -0.7269  -1.0865  -1.4561
C  -1.6499  -0.2665  -2.0485
C  -1.2758  -0.0719  -3.3564
C  -0.0893  -0.7853  -3.5690
C  0.2475  -1.3996  -2.3782
C  1.4037  -2.2154  -2.1195
C  2.1507  -2.3957  -0.9849
C  3.2448  -3.2658  -1.1742
C  3.3305  -3.7379  -2.4429
S  2.0712  -3.1328  -3.4434
H  4.0595  -4.4027  -2.8609
H  3.9399  -3.5195  -0.3940
H  1.9668  -1.9011  -0.0482
H  0.4758  -0.8411  -4.4780
H  -1.7989  0.5250  -4.0764
C  -2.8469  0.2525  -1.3309
H  -2.6274  0.3986  -0.2709
H  -3.1256  1.2179  -1.7568
C  -4.0440  -0.7115  -1.4802
C  -5.1962  -0.1929  -0.6597
O  -6.0621  0.5413  -1.0483
O  -5.1259  -0.6239  0.6068
H  -5.8503  -0.2560  1.1369
H  -3.7746  -1.7060  -1.1249
H  -4.3386  -0.7623  -2.5277
H  -0.2453  -2.4943  -0.0169
H  -1.8225  -1.7395  0.1945
H  0.6873  0.3732  -0.6095
H  2.0843  2.1027  -0.8420
H  3.3691  3.9388  0.1879
H  3.2947  4.2813  2.6395
H  1.5675  1.0557  5.1395
H  1.4087  2.4953  6.1770


# 4
Computed, not measured: the ion C3H6NO2 with charge -1, with ωB97M-V with the def2-TZVPD basis set.

Properties
SMILES string: C[C@@H](N)C(=O)[O-]
Gap between HOMO and LUMO, hartree: 0.3162
Net charge: -1
HOMO energy, eV: -4.18
E_LUMO, Ha: 0.16246
F_max, eV/Å: 3.3

CARTESIAN COORDINATES (ANGSTROEM)
O  0.4295  -0.9145  2.1882
C  0.9763  -0.5505  1.0792
O  2.1772  -0.1256  0.8009
C  -0.0063  -0.3060  -0.1718
C  -1.2992  0.4190  0.2574
N  0.7153  0.3026  -1.3240
H  -0.2705  -1.3541  -0.5442
H  -1.9264  0.0284  1.0957
H  -2.0252  0.6838  -0.6090
H  -0.9960  1.4786  0.6342
H  0.4901  -0.0146  -2.3282
H  1.7351  0.3529  -1.0784


# 5
Computed, not measured: a cluster of 2 separate species, C4H13N3 in total, with ωB97M-V with the def2-TZVPD basis set.

Properties
SMILES string: CN1C[C@]1(C)N.N
Gap between HOMO and LUMO, hartree: 0.3690
HOMO energy, eV: -9.05
E_LUMO, Ha: 0.03640
F_max, eV/Å: 0.4

CARTESIAN COORDINATES (ANGSTROEM)
C  0.8037  1.3484  0.4211
N  0.1694  0.0673  0.2323
N  2.5786  -1.4344  1.7194
H  1.6824  -1.1016  1.3782
H  3.2328  -1.3785  0.9491
H  2.4676  -2.4186  1.9458
H  1.5789  1.2388  1.1792
H  1.2697  1.6544  -0.5146
H  0.1071  2.1318  0.7412
C  -1.5670  1.0860  -1.4142
C  -0.9866  -0.0842  -0.6549
N  -1.0370  -1.2933  -1.4195
C  -1.1319  -0.1755  0.8150
H  -0.6246  -2.0537  -0.8914
H  -0.5114  -1.1891  -2.2829
H  -0.9790  1.2778  -2.3165
H  -1.5824  1.9878  -0.8059
H  -2.5891  0.8341  -1.7066
H  -1.2569  -1.1391  1.2918
H  -1.6244  0.6416  1.3334


# 6
Computed, not measured: a cluster of 2 separate species, C10H16 in total, with ωB97M-V with the def2-TZVPD basis set.

Properties
SMILES string: Cc1ccccc1.CCC
Gap between HOMO and LUMO, hartree: 0.3645
HOMO energy, eV: -8.95
E_LUMO, Ha: 0.03547
F_max, eV/Å: 3.9

CARTESIAN COORDINATES (ANGSTROEM)
C  -0.0155  0.7299  2.5580
C  0.4862  0.7488  0.1706
C  -0.1924  1.3022  1.1858
C  0.4185  1.3664  -1.0803
C  -0.9541  2.4430  0.9398
C  -0.4372  2.4610  -1.3155
C  -1.2047  3.0300  -0.2538
H  0.9952  -0.2271  0.3326
H  0.9018  0.9891  -1.9866
H  -0.4570  -0.2710  2.7638
H  -0.3362  1.4673  3.3823
H  -1.6079  2.8078  1.7685
H  -0.3828  3.0697  -2.1683
H  -1.8259  3.9713  -0.4086
H  0.9827  0.3551  2.7080
C  0.0933  -2.7779  -0.8109
C  1.5445  -2.9292  -1.4888
C  -0.1983  -4.0117  0.0474
H  0.1992  -1.8495  -0.1911
H  -0.5351  -2.6683  -1.6405
H  1.8851  -1.9018  -1.6771
H  -0.3283  -4.8676  -0.6094
H  0.6177  -4.1639  0.7843
H  -1.0927  -4.0863  0.6878
H  2.2722  -3.4136  -0.9479
H  1.4697  -3.3866  -2.5114